Molecular formula: C4H9NO3
Method: DFT, ωB97M-V/def2-TZVPD

Geometry as XYZ:
```
17
Properties=species:S:1:pos:R:3
C 1.63850 0.26901 0.12236
C 2.08705 -1.14040 -0.17857
C -1.44054 -0.05565 0.29541
C -1.35979 1.40692 -0.14323
H 0.60679 1.07131 1.46402
H 2.61515 -1.09896 -1.11663
H 2.55309 -1.47836 0.87250
H 1.20398 -1.79428 -0.18013
H -1.81135 -1.95751 -0.40077
H -1.91927 -0.70726 -1.64275
H -1.68670 2.02451 0.68726
H -1.91264 1.63135 -1.04368
H -0.31915 1.68548 -0.33698
N -1.67767 -0.97220 -0.69141
O 1.57804 1.21818 -0.56568
O 1.16189 0.27218 1.39330
O -1.31739 -0.37432 1.46499
```

Gap between HOMO and LUMO   10.69 eV
HOMO   -9.95 eV
E   -438.30336 a.u.
Relative energy (zero: lowest compared OMol25 entry of this formula, charge and spin)   16.1 kcal/mol

Mulliken population analysis, charges in e, atoms 1 to 6: atom 1 (C): 0.762, atom 2 (C): -0.929, atom 3 (C): 0.766, atom 4 (C): -1.110, atom 5 (H): 0.332, atom 6 (H): 0.327